The following is a quantum chemistry calculation of 2 unconnected molecules or ions with the total composition C5H14O2, from the Open Molecules 2025 dataset.

The geometry in ORCA input format:
```
! wB97M-V def2-TZVPD RIJCOSX def2/J DEFGRID3
* xyz 0 1
O -1.77 -1.47 1.47
O 2.60 -0.15 -0.07
C -1.40 -1.08 -1.52
C 0.46 0.93 0.59
C -1.45 0.38 -0.93
C -0.11 1.22 -0.78
C 1.98 0.76 0.80
H -1.06 -1.73 -0.72
H 0.00 1.42 1.48
H -0.88 -1.25 -2.45
H 0.35 -0.17 0.72
H -2.49 -1.23 -1.74
H 2.63 1.71 0.55
H -1.43 -2.35 1.67
H 2.30 0.64 1.89
H -1.93 0.19 0.03
H 2.30 -1.02 0.28
H -1.57 -0.94 2.25
H -2.01 1.06 -1.62
H 0.63 0.82 -1.55
H -0.51 2.21 -0.97
*
```

## Properties
HOMO-LUMO gap	10.5	eV
energy	-9505.4077	eV
highest occupied orbital energy	-9.9944	eV
structure (SMILES)	CCCCCO.O
energy above the lowest of the compared OMol25 structures with the same formula, charge and spin	36.7	kcal per mole